The following is a quantum chemistry calculation of a 3-piece molecular cluster, C29H51Cl2IN3O5 overall, from OMol25.

**Charge**: +1
**Total energy**: -2893.670172 Eh
**F_max**: 4.2 eV/A
**Highest occupied orbital energy**: -10.583 eV
**2S+1**: 1
**Gap between HOMO and LUMO**: 5.69 eV
**M**: 719.55 g/mol
**LUMO energy**: -4.891 eV

The geometry in XYZ format:
```
91
Properties=species:S:1:pos:R:3:forces:R:3
C 2.054907 -3.355053 2.272699 0.830 -0.552 -0.450
C 3.180498 -2.327326 2.768911 -2.225 -0.455 -0.696
C 2.531777 -0.860826 2.859057 1.402 -1.820 0.905
I 0.719019 -1.141318 4.059438 0.759 0.718 -0.294
N 2.250142 -0.335806 1.494706 3.345 2.399 0.737
C 3.413492 -0.107890 0.750807 -1.890 -0.218 -1.201
N 4.665501 -0.149014 1.220959 0.887 -0.849 0.165
N 3.165808 0.260901 -0.631977 1.561 0.524 1.434
C 4.244180 -0.158384 -1.488514 0.659 -2.215 -0.934
Cl 5.448850 0.896292 -2.259868 -1.248 -0.103 1.024
C 4.329528 -1.499924 -1.764822 -0.146 0.357 -0.287
C 3.362907 -2.579012 -1.227060 1.146 -0.185 0.481
Cl 5.620129 -2.088481 -2.857989 -1.112 0.255 1.323
C 2.924958 1.729383 -0.596505 -1.592 2.106 0.431
C 2.309772 2.149987 0.806833 0.884 -0.272 -0.131
C 1.510206 0.974674 1.481440 -2.999 1.575 -1.947
C 0.158264 0.852816 0.648750 0.301 1.508 0.358
O -0.840116 0.094663 1.325922 0.741 -0.696 -1.411
C -1.395046 -0.904953 0.528937 -2.432 -2.232 -1.336
C -0.642065 -1.864216 -0.252925 -0.405 0.298 0.210
C -1.218182 -2.904938 -1.078174 -0.663 0.815 0.788
C -0.272549 -3.840647 -1.905648 -0.997 0.173 -0.067
C -2.662566 -3.029102 -1.098037 1.380 1.448 1.216
C -3.433338 -2.098094 -0.296165 1.192 0.088 0.009
C -2.857085 -1.030226 0.507325 1.241 -0.451 -0.539
C -3.776952 -0.039375 1.318758 -0.349 -1.053 -1.357
C -4.639492 0.768923 0.278607 0.380 0.494 0.123
C -4.757020 -0.916941 2.190165 0.184 0.683 0.662
H 2.523748 -4.153275 1.627621 -0.309 0.776 0.654
H 1.583751 -3.904638 3.125641 0.209 0.742 -0.821
H 1.296575 -2.852076 1.619788 0.472 -0.444 0.768
H 3.984690 -2.390674 2.001406 -0.279 0.280 0.994
H 3.478701 -2.659581 3.788788 0.245 0.537 -0.866
H 3.285655 -0.230799 3.408720 -1.252 -0.188 -0.333
H 5.360551 -0.804822 0.855938 -0.227 0.880 -0.397
H 4.990443 0.435666 1.995237 -0.761 -0.814 0.171
H 3.039374 -3.307305 -2.013300 0.141 0.940 0.548
H 3.953352 -3.193606 -0.483728 -0.551 0.466 -0.694
H 2.519186 -2.133058 -0.653320 0.475 -0.342 -0.790
H 2.191736 2.063730 -1.381748 0.772 -0.828 0.489
H 3.828804 2.371451 -0.727405 -0.340 -1.004 -0.077
H 1.670499 3.058422 0.648507 0.409 -1.037 0.267
H 3.140421 2.499886 1.485353 -0.718 -0.488 -0.533
H 1.200191 1.351289 2.486036 0.557 -1.061 -0.419
H 0.337190 0.543565 -0.412817 -0.096 -0.151 1.015
H -0.233711 1.911948 0.588917 0.328 -0.945 0.078
H 0.469776 -1.793177 -0.216104 -0.884 -0.025 -0.088
H -0.891247 -4.658318 -2.367387 0.613 0.769 0.416
H 0.200860 -3.269457 -2.751718 -0.304 -0.534 0.886
H 0.500167 -4.339179 -1.272030 -0.514 0.558 -0.435
H -3.119854 -3.841152 -1.699380 0.163 0.789 0.553
H -4.538274 -2.201075 -0.285013 0.886 0.079 -0.045
H -3.136547 0.653573 1.917096 -0.642 -0.722 -0.324
H -5.339743 1.462375 0.820062 0.422 -0.827 -0.544
H -5.180968 0.048564 -0.382164 0.178 0.683 0.645
H -4.022831 1.417259 -0.401282 -0.342 -0.621 0.661
H -5.682839 -1.220261 1.629790 1.061 0.132 0.327
H -4.199857 -1.812630 2.563894 -0.713 0.667 -0.204
H -5.123618 -0.312323 3.066825 0.399 -0.599 -0.764
C -4.335591 3.800355 3.063923 0.069 -0.143 -0.076
O -4.374225 2.713573 3.977607 0.024 0.243 0.043
C -3.664478 2.978313 5.181663 -0.272 -0.273 0.057
C -4.585193 3.466184 6.293278 0.203 0.308 -0.015
O -5.196172 4.707986 5.973985 0.026 -0.289 -0.234
C -6.497590 4.558040 5.422794 -0.084 0.155 0.158
H -5.159156 3.681910 2.359493 0.042 -0.071 0.020
H -4.439414 4.766832 3.560786 0.002 -0.055 0.049
H -3.389146 3.779370 2.510660 -0.012 0.098 -0.046
H -2.855930 3.694878 5.001204 -0.069 0.067 0.030
H -3.210767 2.033998 5.498190 0.015 0.009 0.017
H -3.984729 3.625264 7.194822 -0.018 -0.030 -0.021
H -5.346068 2.714069 6.526633 0.038 -0.034 -0.082
H -7.223633 4.420589 6.229505 -0.076 -0.030 -0.049
H -6.567402 3.716312 4.731976 0.085 -0.024 0.016
H -6.741437 5.472253 4.881533 0.038 0.012 0.083
C 3.579344 -1.002763 -8.212806 0.032 0.068 -0.186
O 3.229358 0.326636 -7.852045 -0.133 -0.225 0.238
C 1.870443 0.452395 -7.455746 0.262 0.272 0.080
C 1.710512 0.392971 -5.942001 -0.260 -0.250 -0.159
O 2.110485 -0.864390 -5.409012 0.216 0.183 -0.085
C 3.447227 -0.859729 -4.931807 -0.263 -0.096 -0.101
H 4.663894 -1.095634 -8.153936 -0.029 0.086 -0.043
H 3.129761 -1.744933 -7.549738 -0.028 0.055 0.010
H 3.262136 -1.200282 -9.241986 0.019 -0.092 0.031
H 1.255042 -0.309745 -7.944582 0.002 -0.031 0.096
H 1.526789 1.431784 -7.800933 -0.035 -0.018 0.007
H 0.650426 0.522017 -5.700327 0.032 0.006 -0.009
H 2.265265 1.206101 -5.460507 0.059 -0.005 -0.079
H 3.472165 -0.435157 -3.926194 0.047 0.074 -0.030
H 4.123263 -0.294122 -5.575513 -0.048 0.011 -0.052
H 3.793111 -1.891507 -4.888772 -0.117 0.013 -0.024
```
Forces are in eV/Å.

Charges in e, computed with Löwdin, in the same order as the atoms:
1. C -0.1838
2. C -0.2620
3. C -0.6356
4. I 1.0233
5. N 0.0245
6. C -0.2670
7. N 0.2305
8. N -0.0259
9. C -0.6822
10. Cl 0.6968
11. C -0.6529
12. C -0.0759
13. Cl 0.6757
14. C -0.1438
15. C -0.1026
16. C -0.2372
17. C -0.1416
18. O -0.1304
19. C -0.1973
20. C 0.0009
21. C -0.2367
22. C -0.0607
23. C -0.0236
24. C -0.0171
25. C -0.1033
26. C -0.3379
27. C -0.0774
28. C -0.0752
29. H 0.0772
30. H 0.0578
31. H 0.0354
32. H 0.0785
33. H 0.1088
34. H 0.0987
35. H 0.1497
36. H 0.1593
37. H 0.0967
38. H 0.0912
39. H 0.0504
40. H 0.1412
41. H 0.1039
42. H 0.1365
43. H 0.1275
44. H 0.1340
45. H 0.1389
46. H 0.1442
47. H 0.0782
48. H 0.0806
49. H 0.0835
50. H 0.0707
51. H 0.1095
52. H 0.1096
53. H 0.1247
54. H 0.0792
55. H 0.0763
56. H 0.0823
57. H 0.0843
58. H 0.0846
59. H 0.0797
60. C -0.1105
61. O -0.2089
62. C -0.2006
63. C -0.2006
64. O -0.1904
65. C -0.1069
66. H 0.0864
67. H 0.0855
68. H 0.0838
69. H 0.1244
70. H 0.1218
71. H 0.1259
72. H 0.1273
73. H 0.0907
74. H 0.0814
75. H 0.0915
76. C -0.1073
77. O -0.1910
78. C -0.1981
79. C -0.1979
80. O -0.1880
81. C -0.1405
82. H 0.0906
83. H 0.0821
84. H 0.0917
85. H 0.1282
86. H 0.1266
87. H 0.1247
88. H 0.1243
89. H 0.0402
90. H 0.0934
91. H 0.0652